Record 1
Below is a molecular structure, C10H13BF15GdOS in a non-equilibrium geometry, with properties calculated with ωB97M-V/def2-TZVPD.

Summary:
**HOMO level (spin up / spin down)**: -15.44 / -15.34 eV
**Expectation value of S²**: 15.77
**Spin multiplicity**: 8
**Total charge**: +2
**Frontier orbital gap (spin up / spin down)**: 5.700 / 5.453 eV
**E_tot**: -3149.7507 a.u.
**Max |F|**: 0.184 Eh/bohr

Element x y z (Å)
C -1.5940 2.3975 1.8130
B -1.0494 2.6038 0.2883
C -0.0380 1.4344 -0.2662
C 0.4364 0.3667 0.8262
C -0.6312 -0.7753 1.1753
C -0.5107 -2.1080 0.3013
C 0.7940 -3.0057 0.6731
F 0.2562 -4.2744 1.0403
F 1.3636 -2.3869 1.8603
C 1.7542 -3.0672 -0.6099
F 1.8562 -1.8319 -1.2997
F 1.1230 -3.9410 -1.5227
S 3.5195 -3.6586 -0.3258
F 3.1709 -5.0324 -1.2225
F 3.9635 -2.8707 -1.7407
F 3.9731 -2.2612 0.5500
F 3.1388 -4.5528 1.0480
F 5.0838 -4.1868 -0.1654
C -2.4265 2.5780 -0.7014
O -2.0532 2.7171 -2.0805
C -2.7856 1.8180 -2.9003
F -2.5649 2.0980 -4.2647
F -4.1766 1.9478 -2.7010
F -2.4207 0.4666 -2.7029
C -0.3760 4.1172 0.2353
F -1.3101 5.1439 0.5618
F 0.1810 4.4485 -1.0208
F 0.6294 4.1337 1.2659
H -2.3450 1.5308 1.9089
H -0.7656 2.2932 2.5984
H -2.1879 3.3348 2.1287
H 0.9173 1.9819 -0.6186
H -0.4156 0.8697 -1.1872
H 1.4325 -0.0772 0.4378
H 0.7149 0.8670 1.8266
H -1.6812 -0.3508 0.9650
H -0.6209 -0.9603 2.3114
H -1.4569 -2.7259 0.5264
H -0.5711 -1.8807 -0.8200
H -3.0633 3.4981 -0.4136
H -2.9795 1.6080 -0.4829
Gd 3.7155 -2.3070 2.7050

Cartesian forces (eV/Å) of the 6 atoms listed first:
-1.622 0.473 0.694
2.109 0.566 2.843
1.206 -1.000 -0.919
0.307 0.030 0.480
-0.244 0.683 -0.172
-0.740 0.293 0.299

---

Record 2
Below is a molecular structure, C49H40CoIN3O5P2, with properties calculated with ωB97M-V/def2-TZVPD.

Summary:
**HOMO level (spin up / spin down)**: -13.02 / -13.05 eV
**Expectation value of S²**: 0.83
**Spin multiplicity**: 2
**Total charge**: +2
**Energy above the lowest of the compared OMol25 structures with the same formula, charge and spin**: 0.0 kJ/mol
**Frontier orbital gap (spin up / spin down)**: 6.795 / 6.781 eV
**E_tot**: -4794.5047 a.u.
**Max |F|**: 0.010 Eh/bohr

Element x y z (Å)
Co -0.5140 -1.0299 0.4568
O 1.7125 -2.1157 3.5947
C 0.7689 -1.7644 2.7642
O 0.9910 -1.1725 1.7127
C -0.6216 -2.0846 3.1471
C -0.9343 -2.7135 4.3382
C -2.2711 -2.9314 4.6232
C -3.2142 -2.4853 3.7128
C -2.8058 -1.8485 2.5473
N -1.5188 -1.6587 2.2484
C -3.8233 -1.2106 1.6316
O -5.0165 -1.8019 1.5280
O -3.5905 -0.1653 1.0894
H 2.5872 -1.8699 3.2375
H -0.1462 -3.0136 5.0126
H -2.5753 -3.4162 5.5406
H -4.2682 -2.5823 3.9363
H -5.0394 -2.7056 1.8793
C 1.2194 4.1120 -3.2176
C 2.3949 3.4330 -2.4794
C 3.6873 4.1781 -2.8026
C 2.0721 3.4630 -0.9875
C 2.4709 4.4600 -0.1059
C 1.9846 4.5022 1.1951
C 1.0729 3.5593 1.6404
C 0.6839 2.5249 0.7947
P -0.6949 1.3537 1.1045
C -0.8644 1.3218 2.9124
C 0.3045 1.1814 3.6694
C 0.2404 0.9560 5.0365
C -0.9939 0.8610 5.6678
C -2.1572 0.9973 4.9246
C -2.0967 1.2212 3.5544
C -2.0627 2.3534 0.4194
C -2.2696 2.2967 -0.9608
C -3.2447 3.0768 -1.5648
C -4.0247 3.9292 -0.7953
C -3.7928 4.0251 0.5678
C -2.8072 3.2549 1.1709
C 1.2100 2.4977 -0.4880
O 0.7717 1.4746 -1.2970
C 1.6467 1.0559 -2.2675
C 1.6923 -0.3033 -2.5281
C 2.5064 -0.7577 -3.5657
C 3.2626 0.1448 -4.2874
C 3.2599 1.4941 -3.9451
C 2.4590 1.9762 -2.9204
P 1.0654 -1.4778 -1.2871
C 2.6633 -2.0010 -0.5773
C 3.3543 -1.0261 0.1493
C 4.6003 -1.3056 0.6844
C 5.1686 -2.5618 0.5041
C 4.4969 -3.5238 -0.2324
C 3.2490 -3.2460 -0.7782
C 0.3755 -2.8844 -2.1969
C 0.2830 -4.1260 -1.5654
C -0.3847 -5.1753 -2.1782
C -0.9909 -4.9856 -3.4123
C -0.9197 -3.7474 -4.0359
C -0.2367 -2.6991 -3.4343
H 1.1289 5.1510 -2.9015
H 0.2760 3.6065 -3.0042
H 1.3890 4.0872 -4.2939
H 3.6105 5.2211 -2.5027
H 3.8691 4.1819 -3.8759
H 4.5455 3.7292 -2.3017
H 3.1488 5.2340 -0.4334
H 2.2960 5.2991 1.8553
H 0.6628 3.6332 2.6383
H 1.2713 1.2647 3.1869
H 1.1526 0.8723 5.6120
H -1.0465 0.7016 6.7359
H -3.1205 0.9453 5.4147
H -3.0123 1.3092 2.9862
H -1.6042 1.6975 -1.5762
H -3.3834 3.0346 -2.6368
H -4.7895 4.5352 -1.2596
H -4.3733 4.7125 1.1673
H -2.6201 3.3724 2.2302
H 2.5700 -1.8169 -3.7797
H 3.8888 -0.2021 -5.0965
H 3.9015 2.1695 -4.4919
H 2.9188 -0.0401 0.2842
H 5.1380 -0.5389 1.2248
H 6.1427 -2.7802 0.9183
H 4.9470 -4.4919 -0.4007
H 2.7588 -3.9957 -1.3830
H 0.7338 -4.2767 -0.5902
H -0.4327 -6.1407 -1.6928
H -1.5137 -5.8028 -3.8886
H -1.3880 -3.5979 -4.9985
H -0.1783 -1.7386 -3.9311
I -4.9657 -4.4255 -1.8673
C -3.7202 -2.8255 -1.4867
C -3.8543 -1.5227 -1.9127
N -2.8033 -0.8453 -1.4333
N -1.9963 -1.6277 -0.7026
C -2.5496 -2.8400 -0.7304
H -4.6165 -1.0462 -2.5027
H -2.6819 0.1620 -1.4169
H -2.0754 -3.6780 -0.2482

Cartesian forces (eV/Å) of the 6 atoms listed first:
0.159 -0.410 0.025
-0.001 -0.008 0.000
0.145 0.228 -0.121
0.080 -0.058 0.013
0.002 -0.066 0.181
-0.012 0.018 -0.022

---

Record 3
Below is 2 unconnected molecules or ions with the total composition C2H9N2 in a non-equilibrium geometry, with properties calculated with ωB97M-V/def2-TZVPD.

Summary:
**HOMO level**: -14.38 eV
**Total charge**: +1
**Energy above the lowest of the compared OMol25 structures with the same formula, charge and spin**: 27.2 kJ/mol
**Frontier orbital gap**: 10.358 eV
**E_tot**: -190.8639 a.u.
**Max |F|**: 0.029 Eh/bohr

Element x y z (Å)
C -1.4130 -3.2760 3.9511
H -0.4929 -3.6666 3.5128
H -2.0032 -2.5557 3.4045
H -2.0580 -4.1450 4.0034
H -1.1503 -2.8811 4.9282
N -0.2641 2.0028 -2.4365
C 0.9609 2.3831 -2.1798
N 2.0166 1.8909 -2.7529
H -0.5376 1.3157 -3.1371
H -1.0730 2.4465 -2.0355
H 1.0585 3.1142 -1.4105
H 2.9092 2.1806 -2.3742
H 2.0469 1.1907 -3.4737

Cartesian forces (eV/Å) of the 6 atoms listed first:
0.061 -0.707 0.255
-0.101 0.605 -0.494
0.479 0.401 -0.485
-0.163 -0.195 0.572
-0.275 -0.102 0.150
-0.647 -0.318 -0.664

---

Record 4
Below is 9 unconnected molecules or ions with the total composition C4H26NO10 in a non-equilibrium geometry, with properties calculated with ωB97M-V/def2-TZVPD.

Summary:
**HOMO level (spin up / spin down)**: -16.43 / -16.42 eV
**Expectation value of S²**: 0.76
**Spin multiplicity**: 2
**Total charge**: +2
**Energy above the lowest of the compared OMol25 structures with the same formula, charge and spin**: 0.0 kJ/mol
**Frontier orbital gap (spin up / spin down)**: 7.841 / 2.979 eV
**E_tot**: -974.3546 a.u.
**Max |F|**: 0.127 Eh/bohr

Element x y z (Å)
C 0.6404 -0.9805 2.7880
C 0.5828 -1.2797 1.3521
C 1.4974 -2.2880 0.7215
C 2.8690 -1.8452 0.2049
O 3.9139 -2.3742 0.5156
O 2.8766 -0.8094 -0.7602
N 0.7947 0.1712 0.7268
H 0.1993 0.0626 2.9535
H -0.0502 -1.5706 3.3133
H 1.6981 -0.7335 3.0711
H -0.4550 -1.4762 1.0832
H 1.4151 -3.2150 1.3522
H 0.8042 -2.3565 -0.1507
H -0.6263 -2.0301 -2.0916
H 1.8622 0.3142 0.8380
H 0.3897 0.2866 -0.2528
H 0.3521 0.8611 1.3194
H 0.6057 -1.5742 -2.7741
H 3.7141 -0.5870 -1.0480
O 0.0118 -1.2163 -2.0505
H -2.0267 1.5515 2.3350
H -2.0331 1.5006 3.8096
O -1.4072 1.5062 3.1113
H 3.0918 2.3718 0.0353
H 4.1654 1.4001 -0.5972
O 3.5252 1.5870 0.1949
H -2.8170 0.8979 0.1578
H -1.4954 1.7569 0.2996
O -2.0575 1.0341 0.6107
H -1.5308 -0.4189 -3.1860
H -0.2035 0.2736 -3.4415
O -1.0957 0.1362 -3.7920
H -2.6052 1.6112 -2.5363
H -3.5112 2.3919 -1.6267
O -2.6057 2.1678 -1.6285
H -0.3797 3.3237 -0.4517
H -1.0559 4.0432 0.5280
O -0.6453 3.1931 0.5120
H -2.7860 -3.3306 -1.6057
H -3.0544 -1.7948 -1.7620
O -2.5676 -2.5620 -2.0785

Cartesian forces (eV/Å) of the 6 atoms listed first:
1.132 3.374 0.490
-0.961 3.989 -0.018
-1.175 -0.700 -0.547
-1.453 2.233 -2.521
0.429 -0.302 0.338
-3.727 -4.007 3.582

---

Record 5
Below is 2 unconnected molecules or ions with the total composition C4H12OS2 in a non-equilibrium geometry, with properties calculated with ωB97M-V/def2-TZVPD.

Summary:
**SMILES**: CCCSSC.O
**HOMO level**: -9.00 eV
**Energy above the lowest of the compared OMol25 structures with the same formula, charge and spin**: 171.2 kJ/mol
**Frontier orbital gap**: 9.495 eV
**E_tot**: -1031.1526 a.u.
**Max |F|**: 0.109 Eh/bohr

Element x y z (Å)
C -0.3947 -0.1570 -1.3593
C -1.3964 0.2663 -2.4314
C -0.7912 0.2419 0.0574
S -0.7143 2.0690 0.4121
S 1.0558 2.3035 1.4364
C 0.4499 2.2513 3.0998
H 0.5321 0.1297 -1.7525
H -0.3197 -1.1776 -1.4147
H -2.2988 -0.1678 -2.2208
H -0.9371 0.3639 -3.4037
H -1.7832 1.4109 -2.3078
H 0.1622 -0.0586 0.6681
H -1.6252 -0.2716 0.3919
H -0.4625 3.0778 3.2976
H 1.2303 2.3869 3.8225
H 0.0398 1.1878 3.3256
H 2.3595 -3.8308 -0.5763
H 2.1448 -5.3109 -0.3041
O 2.7486 -4.7146 -0.7406

Cartesian forces (eV/Å) of the 6 atoms listed first:
-2.054 2.167 -0.706
0.800 4.813 1.067
5.550 0.861 0.279
-0.277 -0.397 -0.356
-0.219 0.127 -0.645
-3.751 -0.259 1.319

---

Record 6
Below is C2H4N4O in the gas phase in a non-equilibrium geometry, with properties calculated with ωB97M-V/def2-TZVPD.

Summary:
**SMILES**: NC1=N[NH2+]C([O-])=N1
**HOMO level**: -9.31 eV
**Energy above the lowest of the compared OMol25 structures with the same formula, charge and spin**: 228.3 kJ/mol
**Frontier orbital gap**: 9.968 eV
**E_tot**: -372.8134 a.u.
**Max |F|**: 0.058 Eh/bohr

Element x y z (Å)
N 2.1295 0.3489 0.0095
C 0.7986 0.0876 0.0039
N 0.2819 -0.9921 0.5902
N -1.1381 -0.7698 0.3595
C -1.2394 0.5352 -0.3755
O -2.4131 0.9080 -0.3541
N -0.0366 1.0141 -0.5693
H 2.7815 -0.4066 0.1530
H 2.4323 1.1273 -0.5578
H -1.5411 -1.5888 -0.0928
H -2.0554 -0.2637 0.8334

Cartesian forces (eV/Å) of the 6 atoms listed first:
-0.206 -0.191 -0.182
-0.159 -0.066 0.220
-0.372 0.532 0.551
-0.954 0.196 -0.043
-0.436 0.706 -0.334
0.320 0.725 -0.891